84
Properties=species:S:1:pos:R:3 method="wB97M-V/def2-TZVPD" gap_ev=4.916 total_charge=+1
C -5.0042 1.5905 1.6330
H -0.2606 0.3747 -6.6832
F 4.2502 1.2497 -1.9081
O -2.0054 -4.0938 1.7359
H -1.7588 -4.6519 4.8089
C -0.0635 0.9213 -1.1020
H -1.6897 1.1458 3.6022
H -2.6620 -5.0132 0.0671
F 2.4967 3.8165 -5.5024
H -3.7360 1.9637 4.7557
C 5.5495 1.5722 -3.8674
H -5.8647 2.2502 3.5008
O 0.0902 -4.5331 2.4695
C -4.9790 1.8666 3.0026
H 3.0323 -1.9017 1.9062
H -0.9161 -4.6356 0.0487
H 1.9257 -0.4431 4.6533
C 0.9729 -1.4191 1.8741
C -1.7905 2.3468 -3.3836
H -5.9149 1.7707 1.0540
H 0.8875 0.9081 -0.5612
C 1.3029 1.1076 -3.1263
C 2.3906 -1.0658 1.5296
H -1.7258 1.2938 -6.2256
H 0.0325 -1.1528 5.8657
H 3.7214 -0.0825 2.9065
N 0.0180 0.9479 -2.4512
C -2.0997 -0.1941 -3.1395
C -0.8238 -3.1283 6.0370
H 2.2409 1.7881 3.5862
C 5.6882 2.1105 -5.1466
H -1.3696 -2.6208 6.8397
H -2.9247 -0.1576 -3.8655
H 0.4683 -2.1027 1.2034
C 1.9572 2.4740 -3.0132
C 1.8302 0.9508 3.0071
C -1.1199 0.9589 -3.3956
F 6.5609 0.8610 -3.3247
C -2.6368 1.2211 3.0660
C -1.7478 -5.0062 0.6562
C -3.7793 1.6908 3.7039
H 2.1073 2.7334 -1.9580
H -0.2935 -3.9819 6.4747
C -1.4412 0.5633 0.9457
C 3.4834 3.0581 -4.9614
C 3.2814 2.4571 -3.7167
F 4.8102 3.4451 -6.9077
C 4.6592 2.8873 -5.6880
C -0.9571 -3.9178 2.5597
H -1.5129 -6.0048 1.0432
H -1.5459 -1.1404 -3.2291
H -3.9054 0.9537 -0.0989
C -3.8721 1.1311 0.9786
N -0.0808 -2.1300 3.9965
C -1.0506 0.4769 -5.9355
C -1.2539 -2.8851 3.6235
C -1.2501 0.9590 -0.3701
H 3.3652 0.9020 1.4699
H 1.2198 -2.4358 5.6458
C 2.9194 0.2177 2.2058
H -0.6633 0.0100 1.4728
H -1.0769 3.0965 -3.7535
N -0.4186 0.7447 -4.6642
H -2.5110 -0.1379 -2.1282
C -1.7607 -3.5637 4.9169
H -2.7829 -3.2209 5.0895
H -2.6731 2.3398 -4.0322
H 0.3917 0.4575 4.5398
H 1.0872 1.3699 2.3176
C 0.5778 -1.2368 3.1953
C 0.9391 0.8401 -4.5868
C 4.3628 1.7689 -3.1660
H -2.0931 2.6423 -2.3728
H -2.1203 1.4175 -0.8720
H 2.5745 -1.0225 0.4476
O 1.7122 0.6914 -5.5303
H 2.0158 0.3366 -2.7861
H 1.3178 3.2323 -3.4861
H -2.0161 -2.2143 3.2010
C -2.6454 0.9315 1.6731
H -1.6153 -0.4634 -5.8894
C 1.1675 -0.0550 3.9450
F 6.8243 1.9145 -5.8457
C 0.1805 -2.1467 5.4197


55
Properties=species:S:1:pos:R:3 method="wB97M-V/def2-TZVPD" gap_ev=6.509 total_charge=+1
H -5.8333 2.1693 -3.4736
N -2.1952 -1.7084 -3.4864
O -1.5745 -1.2694 2.3294
H -2.5861 -2.9958 0.2674
O 5.0679 0.3997 3.8415
C -4.4673 3.1956 -1.6532
H -1.6699 -1.9180 -4.3692
H -3.0697 3.7683 0.3141
C -0.5035 -1.8070 -0.3855
H 4.3582 -0.2384 4.0232
N -0.9726 0.3067 -2.7235
C 0.3588 2.8274 0.6995
H 1.6934 -1.2358 -0.8230
C 0.9453 1.3868 -1.2264
H -2.9618 1.0224 1.2831
C 6.6555 -1.3833 4.1232
C 0.4247 0.1025 -2.1632
H -0.9674 0.4958 -3.7500
H 6.9258 0.4305 2.9974
C 0.6703 -1.3417 -1.4296
H 6.4302 -1.4095 1.3585
H -0.4381 -2.9410 -0.0996
H 7.0012 -0.9503 5.0679
H 1.0601 2.1230 1.3251
H -3.1880 -2.0862 -3.4455
H -4.4948 4.2933 -2.0793
O -5.0997 -1.9170 0.8840
H -1.4828 -0.7584 3.1928
H 0.9038 -2.1268 -2.2845
H -5.6910 -0.4924 -2.4370
N -1.8336 -1.3666 -0.9512
H 5.2453 -0.0883 1.2349
C -4.3328 0.1406 -0.5336
C -4.2287 -1.4407 -0.0094
C -5.1809 0.4384 -1.9172
C 6.1317 -0.2969 3.1976
Cl 1.6485 -1.1823 2.1219
H 0.9752 3.8066 0.4320
N -0.1870 2.1490 -0.5747
H -0.4656 2.9839 -1.1737
H 1.6261 0.9115 -0.3984
C -2.9643 -2.3104 -0.6342
H 5.8646 -2.0990 4.3746
C 5.6307 -0.8803 1.8860
H -0.5242 3.1540 1.4145
C -5.2400 1.9878 -2.4592
P -0.2609 -0.7750 1.2470
H 1.1535 0.1198 -3.1087
C -3.5649 1.3258 0.3093
H -3.2672 -3.0490 -1.4881
H 4.8034 -1.5781 2.0581
C -1.7351 -0.9978 -2.4087
H 7.4857 -1.9278 3.6627
H 1.5486 2.1428 -1.9200
C -3.6277 2.8896 -0.2394


13
Properties=species:S:1:pos:R:3 method="wB97M-V/def2-TZVPD" smiles="[H]/N=C1/CCCO1" gap_ev=10.732 total_charge=0 de_lowest_kcal_mol=18.3
C 0.8941 -0.7023 -0.7951
H 1.4844 -0.2632 -1.6042
H -2.8383 -0.2476 -1.0098
C -0.2417 0.7187 0.8091
C 1.1054 0.0335 0.5440
H -0.6473 0.5715 1.8132
C -1.1842 0.1204 -0.2086
O -0.4847 -0.5755 -1.1435
H -0.1758 1.7969 0.6381
H 1.1171 -1.7725 -0.7382
H 1.9263 0.7518 0.4735
H 1.3632 -0.6718 1.3414
N -2.4403 0.2588 -0.2174


18
Properties=species:S:1:pos:R:3 method="wB97M-V/def2-TZVPD" smiles="C=CC[C@H](N)C(N)=O" gap_ev=10.111 total_charge=0 de_lowest_kcal_mol=16.4
O -0.8133 1.2289 -1.7881
H 0.9288 -1.2154 -1.0436
H 0.4532 -0.8463 -2.6280
N 0.6247 -0.5084 -1.6977
H -0.3261 0.3030 2.2199
H 1.3837 0.9221 0.3677
H -1.1198 -2.7526 0.7734
C -0.0457 0.5390 -1.1406
H 1.4956 -1.3098 1.5511
C -0.3296 -0.2007 1.2615
H 0.3049 2.9957 0.4915
C 0.4558 -1.4786 1.2862
C 0.2980 0.8914 0.3278
H -1.3396 -0.3435 0.8789
C -0.0774 -2.6588 1.0462
H 0.5325 -3.5510 1.1330
N -0.2244 2.1664 0.6867
H -1.1395 2.3031 0.4368


12
Properties=species:S:1:pos:R:3 method="wB97M-V/def2-TZVPD" smiles="N=C=C1CN=CN1" gap_ev=8.638 total_charge=0 de_lowest_kcal_mol=75.8
H -0.1355 -1.8887 -2.1183
H -1.5061 1.8845 1.2753
C 0.1252 -1.1455 -1.3722
N -0.7239 -0.9627 -0.2954
N 1.1494 -0.3908 -1.4476
C 1.1702 0.4284 -0.2313
C -0.0878 0.0151 0.5128
H 2.0888 0.2355 0.3311
H 1.1599 1.4987 -0.4815
H -1.2556 -1.7138 0.1151
C -0.6726 0.6294 1.4956
N -1.3119 1.4099 2.2163


68
Properties=species:S:1:pos:R:3 method="wB97M-V/def2-TZVPD" gap_ev="6.388 / 7.106" total_charge=+1 spin_multiplicity=2 de_lowest_kcal_mol=13.5
H -0.5582 2.4606 3.2350
H 5.2178 -1.3186 -2.6246
S -2.4600 0.4696 -1.9029
C 2.6064 1.7918 0.8568
H 1.4454 3.1985 -3.0293
C 3.1364 -0.9129 -2.3251
S -0.5168 -4.9198 -2.5756
H -0.0712 -4.1645 2.1259
H 1.5335 -2.2889 3.7061
C 4.4404 -0.5684 -2.6476
C 0.1981 -3.3904 -2.4220
H -0.9240 3.7339 0.5061
H -2.8908 -4.8812 -1.9615
N 0.0996 1.7845 -2.3972
H 0.7461 1.3172 3.5813
C -3.3638 1.8815 1.3974
H 2.8766 -1.6520 0.3822
C 3.6633 1.6521 -3.0112
C 1.2730 2.1742 -2.7102
H 1.2323 -3.2184 -2.6779
H -3.3949 -2.1383 0.8957
H -2.6491 -2.2939 -1.4363
H -2.9903 3.9245 -2.6124
N -0.6059 -2.4527 -1.9922
C -3.8448 -1.1433 0.9001
H 1.0997 3.0325 3.3901
C -2.3954 -0.2168 3.3676
C -2.0067 -4.2727 -2.0493
H -4.0790 2.6142 -2.2710
H 1.9311 -0.6518 3.1863
H 2.8370 1.6910 -0.2047
C 0.1591 3.6438 0.4003
C 2.3876 1.2227 -2.6748
H -2.0799 -1.2477 3.5389
H -3.4607 2.2034 0.3608
Si -2.6557 0.1560 1.5428
H 5.7122 1.0548 -3.2508
C -0.5521 -3.3528 1.5728
H -4.7053 -1.1828 1.5740
H 3.1834 2.6350 1.2454
H 3.8244 2.6860 -3.2848
C 4.7090 0.7434 -2.9932
H -0.8328 -3.7393 0.5923
H 1.9578 -2.9831 -0.3561
C 1.1409 -1.4044 3.1964
H 0.3100 -1.0234 3.7897
Pd -0.2150 -0.2828 -1.9411
H 2.9579 0.8895 1.3628
C -2.0916 2.1433 -2.2517
H 0.3959 3.7536 -0.6563
H -3.3472 -0.0777 3.8881
C 2.1875 -2.4737 0.5803
H 2.7017 -3.1927 1.2244
H 2.9015 -1.9291 -2.0439
H -1.4674 -3.0886 2.1054
N -3.1439 2.9774 -2.3072
H -1.6673 0.4459 3.8373
H 0.6155 4.4768 0.9429
N -0.9122 2.6773 -2.4680
H -4.3538 1.9136 1.8603
C 0.4818 2.2102 3.0178
H -4.2152 -0.9125 -0.0981
C -1.8695 -2.9522 -1.7829
N 2.1252 -0.0503 -2.3239
Si 0.6356 -1.9100 1.4619
Ge -0.4460 0.0642 0.5662
Si 0.7780 2.0599 1.1705
H -2.7355 2.6048 1.9223


15
Properties=species:S:1:pos:R:3 method="wB97M-V/def2-TZVPD" smiles="[H]/N=C1/NNC[C@@H]1N" gap_ev=9.595 total_charge=0 de_lowest_kcal_mol=83.3
H 2.0201 -0.6789 0.8273
H 0.5008 -2.0595 0.0294
H -1.3456 2.0020 -0.1670
N -0.4399 2.2914 -0.2778
N 1.8784 -0.4453 -0.2017
C 0.1534 1.2297 0.0199
H -1.9581 -1.3782 -0.4858
N 1.4697 0.9615 0.0776
C -0.5210 -0.2186 0.4320
H 2.3034 1.6907 -0.2771
H 0.1559 -1.1379 -1.3830
N -1.8062 -0.3764 -0.2689
H -0.5584 -0.6298 1.3966
C 0.5826 -1.0493 -0.3586
H -2.4351 -0.2014 0.6372


71
Properties=species:S:1:pos:R:3 method="wB97M-V/def2-TZVPD" gap_ev="4.672 / 5.236" total_charge=+3 spin_multiplicity=2 de_lowest_kcal_mol=1.9
H -5.3659 -0.4839 -2.3183
H -0.8611 4.2809 0.4528
C 1.1378 2.8087 -2.7999
C 3.3726 -1.3611 -0.5810
C -1.6339 -3.1744 0.2578
H 1.1898 3.4842 -3.6358
H 3.5684 3.5727 0.3921
N -0.7046 -2.3202 0.7624
N 3.6118 1.4374 0.6505
H 0.9640 -4.5778 2.5954
C 0.2184 -2.8375 1.6096
C 5.1248 2.6736 1.6828
H -1.6014 0.3481 2.6554
C -3.8104 -3.1692 -0.9995
C -1.9717 2.6558 -0.3352
C 2.8724 -2.5352 -1.1445
H 1.8953 -2.6794 2.8843
H 3.0792 3.0284 -1.7147
N 2.3571 -0.5423 -0.3200
N -2.5042 -1.2012 -0.7159
H -3.9629 -4.2236 -0.8283
H 3.4346 -3.3904 -1.4767
C -0.5826 0.6668 2.4933
H -4.4784 3.9442 -2.2478
H -2.3940 -5.1613 0.0339
C 4.0442 2.7221 0.8518
C -4.7690 -2.4353 -1.6763
H -5.6626 -2.9193 -2.0487
C -3.1903 0.9656 -1.3484
C -1.6464 -4.5304 0.4897
H 5.7296 3.4961 2.0223
H -0.8445 1.8196 -2.9619
C -0.9299 3.2050 0.5884
N 1.6475 1.6712 -0.9705
H 0.8377 -1.2849 2.9603
H 0.0548 2.7821 0.4451
H -0.6594 -6.1279 1.5456
H 6.0342 0.8335 2.5995
H 0.1145 1.5761 4.3848
V -0.6520 -0.3445 -0.3771
H -4.8329 1.4952 -2.6086
C 0.2192 -4.2066 1.9063
C -3.8394 3.2121 -1.7723
C -2.6796 -2.5267 -0.5293
O -0.6978 -1.1322 -3.6159
N -2.1221 1.3331 -0.5879
C -0.6852 -5.0673 1.3340
C 1.4674 1.4536 2.6348
H -2.6881 4.6372 -0.6785
C -4.5978 -1.0709 -1.8386
C -0.6909 -0.8650 -2.5325
C -4.0294 1.8510 -1.9818
B 2.3004 0.9211 0.2066
N 0.4181 1.2596 -1.3572
C 1.2721 -2.0207 2.2862
C 0.1043 1.9515 -2.4658
H -1.2323 3.0297 1.6229
N 1.1914 -1.1384 -0.6844
C -3.4523 -0.4749 -1.3501
H 4.3804 -1.0721 -0.3323
C 2.0998 2.5944 -1.8282
N 4.3648 0.5663 1.3926
N 0.0318 0.4646 1.3143
C -2.8367 3.5927 -0.9125
N 1.2857 0.9577 1.4071
C 1.5099 -2.3542 -1.1894
C 5.2855 1.3002 1.9793
H 0.7506 -3.0297 -1.5505
C 0.2959 1.2884 3.3637
H 2.4155 1.8845 2.9187
H 1.9284 -1.5063 1.5921


77
Properties=species:S:1:pos:R:3 method="wB97M-V/def2-TZVPD" gap_ev=5.753 total_charge=-1
H -3.4767 -3.2638 -1.1343
N 0.2764 4.2421 5.3989
H -0.0411 0.7429 -8.5911
H 7.7950 1.9681 3.1954
O -1.5933 1.9923 -0.8320
H 8.8355 -1.6237 4.7446
C -2.4675 -2.9369 -0.9139
H -1.7434 0.4376 -9.0201
N -1.0583 -0.5619 -7.3250
H -1.7422 -2.5563 -4.2425
H -0.8998 4.0092 7.1016
H -5.3494 -2.9728 -2.1227
C -0.4618 -2.2224 -2.0702
H -2.4507 -0.0070 -5.8683
H -1.2463 5.4613 6.1272
F 0.2961 3.6528 -0.9971
C 7.3258 0.9848 3.1274
C -1.4866 0.3270 -6.2554
H 2.5553 2.1792 3.0297
C 3.0625 1.6198 2.2044
H -2.7320 -3.8597 -3.5263
H -3.2928 -2.1629 -3.4499
H -0.5647 -2.4627 -7.9218
H -1.5761 1.3455 -6.6263
O 2.2850 4.0063 4.3403
C -2.4136 -2.8170 -3.4163
H 2.0343 5.0892 6.0297
H 8.0911 -0.2051 6.2027
H -8.7979 -4.1988 -0.1715
H 7.8302 -1.7380 3.2841
H -7.2528 -4.6539 0.5888
H -7.8084 -2.9743 0.6615
P 0.9442 0.7155 0.3859
H -1.9403 -3.7206 -0.3627
H 0.4437 0.6185 1.7479
C -5.7927 -3.1630 -1.1306
H 3.1211 0.5454 2.4334
H -0.7600 0.2974 -5.4421
O 0.1559 -2.0483 -1.0434
O -0.8491 3.0171 1.2782
H 1.9344 2.9907 0.9981
N -1.7460 -2.6479 -2.1439
H -8.0861 -4.7993 -2.5581
O -1.0744 -2.3771 -5.9610
H -0.5091 -0.8006 -9.3344
H 6.2484 1.1088 3.2379
O 4.3878 2.2213 2.1158
H 0.0024 2.4243 4.4076
C -7.7819 -3.8719 0.0412
C -7.7676 -3.7588 -2.4570
C -0.4539 4.8122 6.5088
C 7.6659 0.5150 5.4825
H -1.4899 3.3504 4.7024
C -0.8233 -0.0174 -8.6460
C 2.3183 1.9521 0.8733
H -8.6453 -3.1084 -2.4846
S -0.4257 2.4756 -0.0390
O -5.1663 -3.0003 -0.1075
H -0.0986 -0.1777 -0.0150
H 3.0414 1.9603 0.0276
C 8.5115 -1.0964 3.8478
H 7.5426 0.5426 2.1573
H 9.3861 -0.8699 3.2323
H 1.3929 0.7141 -1.0176
H -0.0127 -2.0338 -3.0597
N -7.0787 -3.5858 -1.1951
H 1.7941 -0.4388 0.6601
H 0.2089 5.3977 7.1456
H -7.1127 -3.5060 -3.2893
H 4.2070 3.0336 1.6500
N 7.8357 0.1346 4.1951
H -2.5016 -2.0395 -0.2953
C 1.6039 4.4514 5.2386
O 7.1153 1.5315 5.8449
C -0.8915 -1.8729 -7.0505
C -0.4384 3.4222 4.4312
H -0.3477 3.8611 3.4377


87
Properties=species:S:1:pos:R:3 method="wB97M-V/def2-TZVPD" gap_ev="6.185 / 5.492" total_charge=0 spin_multiplicity=5
H 4.6209 0.9451 2.3877
H -0.5407 0.4752 -3.4539
H 2.5480 6.2447 0.3661
C 1.1836 -4.8621 -1.1753
C 3.5121 -1.9068 -0.1167
C -4.2256 4.5204 -1.0720
N -7.8350 1.4568 -0.1097
C 1.3363 0.0999 -2.4378
Rh -1.2475 0.5665 0.3441
C 2.5262 0.4037 2.6818
C 2.9658 4.1947 -0.1460
Te -0.5122 -1.8748 1.5664
C 1.7155 0.2334 0.1641
C 0.9349 4.9205 0.8737
H 2.8031 -0.4398 3.3248
C 1.8039 -3.8008 2.9283
C 2.0839 -5.5706 -0.3954
C 2.8082 -1.4304 -1.2048
F -0.7205 3.3727 1.4138
H -0.2513 -3.2889 -2.6232
C 0.4882 3.6176 0.8625
C -0.1083 0.5880 -2.4578
H 1.2216 -4.4352 3.6002
H -4.9339 5.3331 -1.1611
N -3.2985 -0.1538 -0.4203
H 3.8992 -1.6410 1.9640
H 1.3725 -0.7948 -3.0674
C -6.1154 2.9647 -0.5711
C 2.8844 -6.7091 -0.9646
C -5.0172 -1.7809 -0.0719
N 0.7298 1.2508 0.3500
C 3.6958 1.3953 2.7511
H 2.8592 -3.9698 3.1446
H -2.9044 -2.1542 -0.2725
C 2.2313 1.1384 -3.1235
C -5.5832 0.5284 -0.2470
C -5.9760 -0.7949 -0.0520
H 3.9535 -6.4951 -0.9218
H 0.9138 1.8909 2.7899
H -0.1782 1.6365 -2.1725
Se -8.5972 3.0579 -0.2888
C 2.4969 2.8913 -0.1491
Br -2.4443 0.8487 2.5878
H 2.9527 -5.7189 1.5532
C 0.5971 -3.4433 0.6835
H 3.8506 1.7131 3.7837
H 3.9557 4.3999 -0.5327
C -0.5292 -3.1179 -1.5833
C 2.2376 -5.1907 0.9308
H 1.5363 1.3231 4.3323
C 1.2817 1.0159 3.3152
H 0.2970 5.6770 1.3112
H 2.6191 -6.8975 -2.0037
H 1.9003 1.2968 -4.1521
H 1.5727 -2.7673 3.1735
C -6.5523 1.6211 -0.2894
H 3.2715 0.8105 -3.1470
H 2.9441 -1.8972 -2.1743
H -5.2692 -2.8221 0.0660
H 3.1348 2.1010 -0.5216
H -0.9557 3.7295 -1.1923
C 1.5204 -4.1397 1.4864
C -4.6953 3.2420 -0.7754
C 2.4623 -0.2177 1.2807
C -2.0277 3.6127 -1.0875
C 2.1864 5.2263 0.3560
H -2.4623 5.6745 -1.4956
N -2.4589 2.4014 -0.7816
H -1.5443 -3.5029 -1.4539
H 4.1768 -2.7547 -0.2175
C 1.9241 -0.3585 -1.1006
C 1.2218 2.5452 0.3322
C -3.7757 2.2009 -0.6561
H 2.7139 -7.6260 -0.3989
H 1.0569 -5.1337 -2.2177
H 0.4557 0.3110 3.3872
H -7.0227 -1.0159 0.1067
C 0.4360 -3.8077 -0.6616
C -4.2317 0.8122 -0.4241
N -7.0489 3.8764 -0.6201
H -0.7329 0.0043 -1.7744
C -3.6909 -1.4095 -0.2642
C -2.8748 4.7062 -1.2517
H 2.1849 2.0960 -2.6060
H 3.4922 2.2846 2.1549
C 3.3417 -1.2866 1.1038
H -0.5509 -2.0460 -1.3984


The evaluated F_max for the records listed, in turn: 2.8; 8.7; 0.4; 2.7; 2.6; 0.3; 6.2; 0.5; 4.2; 0.6 eV/Å.